This record from OMol25 describes a structure of composition C36H63As3EuNO4SSi2 in a non-equilibrium geometry. The level of theory is ωB97M-V with the def2-TZVPD basis set.

Computed properties:
Gap between HOMO and LUMO (spin up / spin down) (eV): 4.608 / 5.214
LUMO energy (spin up / spin down) (eV): 1.984 / 1.983
Charge: -1
E (a.u.): -10160.1119
Spin multiplicity: 8

Element x y z (Å)
1 Eu 13.31 11.93 12.94
2 O 10.61 12.06 16.43
3 C 11.07 12.11 15.30
4 O 12.36 12.01 15.05
5 C 10.13 12.48 14.20
6 C 8.72 12.84 14.48
7 C 7.83 13.03 13.44
8 C 8.30 12.90 12.09
9 C 7.43 12.90 10.99
10 C 7.90 12.77 9.68
11 C 9.29 12.71 9.51
12 C 10.12 12.63 10.60
13 C 9.68 12.65 11.91
14 N 10.52 12.32 12.97
15 H 8.42 12.93 15.54
16 H 6.76 13.25 13.64
17 H 6.41 13.20 11.24
18 H 7.21 12.82 8.82
19 H 9.75 12.58 8.55
20 H 11.15 12.49 10.49
21 C 11.78 18.63 11.47
22 As 12.53 16.73 11.26
23 C 11.25 16.03 12.65
24 C 11.48 16.26 9.58
25 C 12.13 16.39 8.17
26 C 11.12 16.09 7.03
27 C 13.31 15.43 8.10
28 As 12.87 13.48 8.11
29 C 14.75 12.94 7.74
30 C 12.17 13.22 6.29
31 C 12.61 17.86 7.96
32 As 13.25 18.42 6.22
33 C 15.19 18.56 6.59
34 C 12.98 20.44 6.37
35 H 12.00 18.94 12.51
36 H 10.64 18.64 11.39
37 H 12.23 19.26 10.71
38 H 10.30 16.54 12.54
39 H 11.70 16.12 13.61
40 H 11.14 14.96 12.41
41 H 10.60 16.92 9.65
42 H 11.03 15.26 9.78
43 H 10.50 15.21 7.29
44 H 11.65 15.92 6.09
45 H 10.44 16.96 6.94
46 H 14.04 15.59 8.91
47 H 13.94 15.53 7.25
48 H 15.09 13.38 6.77
49 H 14.82 11.81 7.76
50 H 15.33 13.35 8.57
51 H 12.54 14.00 5.62
52 H 11.08 13.19 6.34
53 H 12.58 12.21 5.98
54 H 13.52 18.13 8.62
55 H 11.82 18.64 8.20
56 H 15.60 17.52 6.56
57 H 15.41 19.01 7.57
58 H 15.65 19.03 5.71
59 H 12.22 20.69 7.15
60 H 12.63 20.91 5.38
61 H 13.95 20.89 6.62
62 C 15.71 11.20 10.37
63 O 14.77 11.92 11.15
64 H 16.31 11.89 9.75
65 H 15.26 10.43 9.71
66 H 16.43 10.58 10.98
67 C 16.90 13.66 13.14
68 S 15.64 14.76 13.85
69 O 14.38 13.78 13.91
70 C 16.00 14.88 15.55
71 C 16.15 13.78 16.40
72 C 16.22 13.98 17.78
73 C 16.08 15.26 18.33
74 C 15.93 16.34 17.48
75 C 15.87 16.14 16.09
76 H 16.81 12.67 13.60
77 H 17.87 14.10 13.37
78 H 16.83 13.55 12.07
79 H 16.29 12.81 15.97
80 H 16.40 13.13 18.43
81 H 16.16 15.33 19.41
82 H 15.91 17.37 17.80
83 H 15.70 16.93 15.35
84 C 15.52 9.87 15.08
85 Si 14.15 8.72 14.51
86 C 12.82 8.70 15.83
87 C 14.94 6.98 14.42
88 C 13.48 9.18 12.88
89 Si 11.96 8.51 12.05
90 C 11.78 9.18 10.36
91 C 10.34 8.71 13.03
92 C 12.10 6.57 12.12
93 H 16.14 9.46 15.91
94 H 15.15 10.86 15.46
95 H 16.18 10.13 14.25
96 H 13.29 8.22 16.73
97 H 11.99 8.08 15.48
98 H 12.38 9.67 16.12
99 H 15.28 6.69 15.45
100 H 15.77 7.00 13.71
101 H 14.22 6.22 14.10
102 H 14.18 9.25 11.98
103 H 11.61 8.31 9.70
104 H 12.73 9.61 9.95
105 H 11.00 9.90 10.19
106 H 10.02 9.73 12.97
107 H 10.60 8.53 14.08
108 H 9.58 7.98 12.68
109 H 13.14 6.23 11.91
110 H 11.45 6.08 11.42
111 H 11.74 6.26 13.11

***

This record from OMol25 describes a cluster of 9 separate species, C36H63BrN8O10 in total in a non-equilibrium geometry. The level of theory is ωB97M-V with the def2-TZVPD basis set.

Computed properties:
Gap between HOMO and LUMO (eV): 6.751
SMILES: C=Cc1cccc2c1C(=O)C(Br)=CC2=O.CNC(C)=O.CNC(C)=O.CNC(C)=O.CNC(C)=O.CNC(C)=O.CNC(C)=O.CNC(C)=O.CNC(C)=O
LUMO energy (eV): -0.829
E (a.u.): -5173.9334
Spin multiplicity: 1

Element x y z (Å)
1 C 1.16 -0.44 1.88
2 C 0.58 -0.01 0.67
3 C -0.62 0.97 0.85
4 C -0.40 2.42 0.74
5 C -1.49 3.36 0.95
6 C -2.81 2.82 1.26
7 C -3.04 1.40 1.32
8 C -1.95 0.43 1.11
9 C -2.28 -1.07 1.19
10 O -1.51 -1.91 1.57
11 C -3.75 -1.44 0.78
12 Br -4.20 -3.14 -0.07
13 C -4.77 -0.57 0.99
14 C -4.45 0.81 1.63
15 O -5.18 1.43 2.36
16 H 2.12 -0.05 2.29
17 H 0.56 -1.18 2.47
18 H 0.97 -0.31 -0.34
19 H 0.63 2.77 0.51
20 H -1.29 4.46 0.89
21 H -3.64 3.53 1.45
22 H -5.82 -0.77 0.72
23 C -0.89 6.95 -1.66
24 C -0.41 7.03 -0.23
25 O -0.33 6.03 0.48
26 N -0.07 8.24 0.26
27 C -0.10 9.53 -0.41
28 H -1.12 5.91 -1.90
29 H -1.79 7.55 -1.79
30 H -0.10 7.29 -2.33
31 H 0.23 8.21 1.22
32 H 0.91 9.94 -0.40
33 H -0.76 10.20 0.14
34 H -0.44 9.44 -1.44
35 C 1.29 -2.95 -5.01
36 C 1.97 -2.86 -3.67
37 O 3.17 -2.63 -3.56
38 N 1.21 -3.04 -2.56
39 C -0.21 -3.31 -2.47
40 H 2.02 -2.78 -5.80
41 H 0.86 -3.94 -5.15
42 H 0.52 -2.18 -5.10
43 H 1.73 -2.96 -1.70
44 H -0.69 -2.52 -1.89
45 H -0.35 -4.26 -1.95
46 H -0.68 -3.37 -3.45
47 C 5.03 5.03 1.29
48 C 3.58 5.22 0.95
49 O 3.18 5.22 -0.21
50 N 2.70 5.38 1.97
51 C 2.97 5.41 3.39
52 H 5.60 4.91 0.37
53 H 5.41 5.91 1.82
54 H 5.16 4.13 1.90
55 H 1.74 5.50 1.66
56 H 2.40 4.61 3.87
57 H 2.64 6.37 3.80
58 H 4.03 5.27 3.61
59 C -0.63 -1.83 -9.55
60 C -0.44 -2.65 -8.30
61 O 0.57 -2.57 -7.62
62 N -1.45 -3.48 -7.93
63 C -2.72 -3.71 -8.59
64 H 0.26 -1.22 -9.71
65 H -0.75 -2.48 -10.42
66 H -1.49 -1.17 -9.45
67 H -1.25 -3.99 -7.08
68 H -3.52 -3.46 -7.90
69 H -2.79 -4.77 -8.85
70 H -2.82 -3.11 -9.49
71 C -7.29 -7.67 0.99
72 C -6.66 -6.37 0.57
73 O -6.65 -5.99 -0.60
74 N -6.10 -5.59 1.53
75 C -6.00 -5.85 2.96
76 H -7.69 -8.17 0.11
77 H -6.54 -8.32 1.44
78 H -8.10 -7.49 1.69
79 H -5.70 -4.74 1.18
80 H -6.50 -5.03 3.49
81 H -4.95 -5.86 3.23
82 H -6.46 -6.79 3.24
83 C -2.77 -7.32 5.99
84 C -2.76 -7.43 4.49
85 O -3.67 -7.94 3.87
86 N -1.68 -6.92 3.83
87 C -0.50 -6.28 4.38
88 H -3.69 -7.77 6.37
89 H -1.92 -7.87 6.42
90 H -2.74 -6.28 6.30
91 H -1.75 -7.03 2.83
92 H -0.43 -5.27 3.97
93 H 0.38 -6.85 4.08
94 H -0.54 -6.22 5.46
95 C 5.96 8.64 -0.30
96 C 6.43 8.72 1.13
97 O 6.51 7.73 1.85
98 N 6.77 9.94 1.63
99 C 6.75 11.22 0.95
100 H 5.73 7.60 -0.54
101 H 5.06 9.23 -0.43
102 H 6.75 8.98 -0.97
103 H 7.07 9.91 2.59
104 H 7.75 11.64 0.96
105 H 6.08 11.89 1.50
106 H 6.40 11.13 -0.08
107 C 3.31 -5.37 2.85
108 C 2.22 -4.37 2.57
109 O 1.63 -3.79 3.47
110 N 1.90 -4.12 1.28
111 C 2.48 -4.70 0.08
112 H 3.45 -5.46 3.93
113 H 3.04 -6.35 2.45
114 H 4.25 -5.04 2.41
115 H 1.16 -3.44 1.17
116 H 2.89 -3.89 -0.53
117 H 1.68 -5.19 -0.48
118 H 3.26 -5.41 0.30

***

Short version: energy relative to the best compared isomer or geometry (same formula, charge and spin) = 31.4; 53.4 kcal per mole, in the order given.